The following is a quantum chemistry calculation of a cluster of 14 separate species, C66H147O29P5 in total in a non-equilibrium geometry, from OMol25.

Last column: Löwdin charge in e.
Atoms and positions in Å:
1 C 1.3558 -9.9987 1.6462  -0.098
2 C 1.3900 -9.3497 0.3249  -0.285
3 O 0.4023 -8.2980 0.3987  -0.192
4 P 0.1165 -7.4419 -0.9108  0.308
5 O 0.2477 -8.2921 -2.1299  -0.238
6 O 1.0505 -6.2549 -0.9266  -0.148
7 C 1.4513 -5.4107 0.2416  -0.180
8 C 2.9241 -5.1241 0.1371  -0.046
9 O -1.2705 -6.8631 -0.4461  -0.206
10 C -2.4632 -7.6929 -0.5639  -0.220
11 C -3.0806 -7.5402 -1.9823  -0.056
12 H 0.3906 -10.5413 1.7625  0.090
13 H 2.1789 -10.7339 1.7356  0.086
14 H 1.4409 -9.3216 2.5299  0.086
15 H 2.3533 -8.8955 0.0980  0.117
16 H 1.1824 -10.0967 -0.4840  0.133
17 H 0.9574 -4.4400 0.2333  0.093
18 H 1.2194 -5.9918 1.0794  0.090
19 H 3.0877 -4.3441 -0.6139  0.079
20 H 3.2378 -4.9078 1.1570  0.061
21 H 3.4040 -6.0190 -0.2437  0.087
22 H -2.1552 -8.7320 -0.4350  0.109
23 H -3.2087 -7.4343 0.1777  0.109
24 H -3.9720 -8.1609 -2.1049  0.080
25 H -3.4361 -6.5022 -1.9572  0.047
26 H -2.3269 -7.5491 -2.7873  0.081
27 C 0.6475 -1.8247 1.3754  -0.048
28 C 0.9260 -0.3481 1.1585  -0.214
29 O 0.6445 -0.0931 -0.2395  -0.181
30 P 0.2350 1.2433 -0.8622  0.340
31 O -0.2022 1.0218 -2.2744  -0.228
32 O -0.9822 1.8330 0.0246  -0.190
33 C -2.2734 1.0887 0.0597  -0.212
34 C -3.1666 1.6115 1.1311  -0.058
35 O 1.4109 2.1961 -0.5749  -0.157
36 C 1.6409 3.2797 -1.5144  -0.228
37 C 2.8911 4.0386 -1.1336  -0.054
38 H -0.4031 -2.0918 1.4043  0.061
39 H 1.1810 -2.3660 0.5951  0.063
40 H 1.0262 -2.1188 2.3821  0.055
41 H 0.2583 0.2307 1.7808  0.103
42 H 1.9778 -0.0834 1.3406  0.112
43 H -2.7466 1.1261 -0.8988  0.082
44 H -2.0693 0.0162 0.2032  0.114
45 H -4.0523 1.0220 1.1336  0.070
46 H -2.8767 1.6793 2.1756  0.073
47 H -3.4606 2.6193 0.7810  0.078
48 H 1.7818 2.8036 -2.4952  0.102
49 H 0.8116 3.9618 -1.5014  0.099
50 H 3.0832 4.1194 -0.0627  0.054
51 H 3.7119 3.5659 -1.6011  0.044
52 H 2.8448 5.0624 -1.6003  0.114
53 C 1.0024 8.5008 3.9416  -0.093
54 C 0.9511 8.1285 2.5815  -0.304
55 O 0.2198 6.9212 2.4700  -0.164
56 P 0.1027 6.1122 1.1049  0.394
57 O 0.6547 6.6999 -0.0997  -0.214
58 O 0.7119 4.6926 1.4772  -0.191
59 C 0.0004 3.9025 2.5037  -0.214
60 C 0.9606 2.9301 3.1104  -0.048
61 O -1.4959 5.8958 0.8748  -0.194
62 C -1.9415 5.3188 -0.4084  -0.222
63 C -3.4462 5.4059 -0.7254  -0.049
64 H -0.0109 8.6099 4.3420  0.094
65 H 1.4781 7.8294 4.6364  0.080
66 H 1.5008 9.4726 4.1144  0.103
67 H 0.4198 8.8552 1.9944  0.133
68 H 1.9207 7.9293 2.1932  0.083
69 H -0.3222 4.7064 3.1912  0.117
70 H -0.8567 3.4711 2.0292  0.091
71 H 0.4745 2.2833 3.8023  0.075
72 H 1.2757 2.2777 2.3144  0.050
73 H 1.8667 3.3816 3.5193  0.087
74 H -1.3605 5.7807 -1.2087  0.104
75 H -1.6392 4.2651 -0.3461  0.096
76 H -3.6222 4.7623 -1.5611  0.042
77 H -4.0266 5.0977 0.1351  0.057
78 H -3.7478 6.4437 -0.9627  0.086
79 C -2.4440 0.1868 -5.1250  -0.044
80 C -2.9295 0.5489 -3.7443  -0.227
81 O -4.3765 0.8207 -3.8432  -0.205
82 P -5.2454 1.5584 -2.7360  0.353
83 O -4.8338 2.8938 -2.3749  -0.204
84 O -6.7186 1.4504 -3.3560  -0.179
85 C -6.9660 1.5702 -4.7839  -0.248
86 C -7.1065 0.1971 -5.3563  -0.084
87 O -5.2526 0.6157 -1.4761  -0.170
88 C -5.5661 -0.7771 -1.5474  -0.257
89 C -6.9869 -1.0112 -1.1232  -0.053
90 H -3.0982 -0.5770 -5.5585  0.088
91 H -2.3403 1.0363 -5.7853  0.067
92 H -1.4670 -0.3017 -5.0233  0.079
93 H -2.7418 -0.2211 -3.0160  0.081
94 H -2.4452 1.4768 -3.3092  0.109
95 H -7.9340 2.0723 -4.8987  0.122
96 H -6.1872 2.1218 -5.3325  0.127
97 H -6.1679 -0.3108 -5.1767  0.065
98 H -7.9566 -0.3639 -5.0087  0.074
99 H -7.2681 0.2683 -6.4379  0.086
100 H -5.4565 -1.2287 -2.5220  0.118
101 H -4.9010 -1.2762 -0.8615  0.089
102 H -7.1386 -0.4784 -0.1964  0.069
103 H -7.6487 -0.6107 -1.8812  0.075
104 H -7.2412 -2.0411 -0.9690  0.076
105 C 5.8333 -3.9252 1.9262  -0.058
106 C 5.1174 -2.5610 1.9371  -0.195
107 O 4.8164 -2.3276 3.3820  -0.171
108 P 4.0939 -0.9775 3.7980  0.324
109 O 2.6863 -0.9283 3.5127  -0.196
110 O 4.9571 0.1697 3.1667  -0.151
111 C 4.5079 1.5051 3.2694  -0.259
112 C 4.8215 2.3684 2.0711  -0.046
113 O 4.5137 -0.8934 5.2921  -0.149
114 C 3.9874 -1.8275 6.2325  -0.266
115 C 3.8703 -1.0859 7.5560  -0.052
116 H 6.8223 -3.8022 2.3704  0.079
117 H 5.2573 -4.7272 2.3750  0.064
118 H 6.0988 -4.2350 0.9080  0.079
119 H 5.6852 -1.7824 1.5074  0.095
120 H 4.1462 -2.4994 1.4590  0.096
121 H 3.4551 1.4104 3.3184  0.075
122 H 4.9986 1.9340 4.1625  0.140
123 H 4.4692 3.3977 2.2444  0.073
124 H 5.8776 2.4713 1.8460  0.083
125 H 4.2999 2.0448 1.1924  0.062
126 H 3.0302 -2.2410 5.9287  0.098
127 H 4.7132 -2.5789 6.3890  0.104
128 H 3.6328 -1.7463 8.3782  0.076
129 H 4.8005 -0.5204 7.6420  0.087
130 H 3.0185 -0.4134 7.4746  0.078
131 C 3.4707 -1.2166 -1.7883  -0.140
132 C 3.8990 -1.9577 -3.0632  -0.183
133 C 3.6852 -0.9794 -4.1644  -0.206
134 O 4.0661 0.2405 -3.5505  -0.127
135 C 3.3537 0.2020 -2.3614  -0.222
136 H 4.2685 -1.3328 -1.0529  0.101
137 H 2.5415 -1.5883 -1.3606  0.081
138 H 3.4079 -2.8963 -3.2040  0.091
139 H 4.9153 -2.2303 -2.8563  0.107
140 H 2.6362 -1.0236 -4.5625  0.132
141 H 4.4058 -1.2101 -4.9605  0.132
142 H 2.2762 0.3704 -2.5606  0.108
143 H 3.8065 0.9251 -1.6657  0.129
144 C -2.0900 -0.8270 4.0485  -0.132
145 C -3.1898 -1.8281 4.5245  -0.129
146 C -2.3625 -2.9871 5.0782  -0.145
147 O -0.9602 -2.7041 4.7360  -0.174
148 C -0.8140 -1.3251 4.7755  -0.215
149 H -2.3751 0.2020 4.2920  0.101
150 H -1.9481 -0.8001 2.9848  0.078
151 H -3.8412 -2.1172 3.7148  0.083
152 H -3.7194 -1.3826 5.3562  0.104
153 H -2.5809 -3.9201 4.6527  0.092
154 H -2.4483 -3.0543 6.1563  0.115
155 H 0.1361 -1.1144 4.2703  0.103
156 H -0.7967 -0.9901 5.8147  0.121
157 C -2.4201 -3.9688 0.1160  -0.139
158 C -3.9868 -3.9450 -0.0423  -0.102
159 C -4.4314 -3.8932 1.4636  -0.178
160 O -3.2790 -3.6611 2.2275  -0.190
161 C -2.2251 -4.3709 1.6067  -0.165
162 H -2.0440 -2.9713 -0.1274  0.083
163 H -2.0092 -4.6872 -0.6120  0.081
164 H -4.3599 -4.7771 -0.6419  0.095
165 H -4.2266 -3.0334 -0.5930  0.067
166 H -4.7806 -4.8551 1.8361  0.116
167 H -5.1910 -3.1630 1.7513  0.120
168 H -2.3483 -5.4341 1.7765  0.116
169 H -1.2996 -4.0433 2.0943  0.101
170 C 4.5497 3.2854 -4.7002  -0.180
171 C 5.0573 2.6429 -5.9759  -0.140
172 C 3.6916 2.1209 -6.5558  -0.146
173 O 2.7527 3.1850 -6.2779  -0.148
174 C 3.2554 3.9185 -5.1656  -0.209
175 H 5.2279 4.0659 -4.4006  0.107
176 H 4.3244 2.6121 -3.8837  0.084
177 H 5.8000 1.8844 -5.9121  0.096
178 H 5.5202 3.4200 -6.5809  0.109
179 H 3.4549 1.2863 -5.9425  0.085
180 H 3.7346 1.8646 -7.6107  0.118
181 H 2.5302 3.8828 -4.3500  0.092
182 H 3.4387 5.0098 -5.4528  0.141
183 C 5.1961 6.0884 0.4635  -0.150
184 C 3.9197 6.3493 1.3177  -0.160
185 C 4.4731 7.0955 2.5274  -0.247
186 O 5.7850 6.6706 2.6337  -0.136
187 C 6.3557 6.5767 1.3393  -0.195
188 H 5.2040 6.7410 -0.4238  0.112
189 H 5.2797 5.0802 0.1046  0.082
190 H 3.5422 5.3741 1.6934  0.091
191 H 3.1454 6.8685 0.8061  0.078
192 H 3.8946 6.8131 3.4134  0.119
193 H 4.4052 8.2139 2.4377  0.133
194 H 7.2093 5.8839 1.4059  0.121
195 H 6.7401 7.5524 0.9274  0.127
196 C -0.2729 5.1217 -6.2364  -0.148
197 C -0.4038 3.5799 -6.1575  -0.143
198 C -0.7513 3.4231 -4.6761  -0.199
199 O 0.1145 4.3511 -4.0033  -0.177
200 C 0.0146 5.5830 -4.7756  -0.172
201 H -1.2128 5.6209 -6.5210  0.102
202 H 0.4839 5.5176 -6.9147  0.102
203 H 0.4987 3.0434 -6.3479  0.078
204 H -1.1055 3.1792 -6.8791  0.101
205 H -0.5103 2.4713 -4.2536  0.085
206 H -1.8022 3.6934 -4.5039  0.127
207 H 0.9780 6.0835 -4.6746  0.106
208 H -0.8269 6.2540 -4.4647  0.120
209 C 2.5732 -5.2550 6.0034  -0.145
210 C 1.2987 -4.5631 5.5232  -0.162
211 C 1.5203 -4.4023 4.0172  -0.167
212 O 2.4168 -5.4954 3.6380  -0.163
213 C 2.9150 -6.1417 4.8166  -0.192
214 H 2.4336 -5.8448 6.9015  0.111
215 H 3.3234 -4.4816 6.2044  0.091
216 H 1.1279 -3.5744 5.9613  0.097
217 H 0.3925 -5.1435 5.7213  0.118
218 H 1.9215 -3.4498 3.7267  0.076
219 H 0.6097 -4.5222 3.4027  0.104
220 H 3.9734 -6.2729 4.6772  0.110
221 H 2.4233 -7.0932 4.8625  0.108
222 C -0.7008 -2.6141 -2.3464  -0.165
223 C 0.4176 -2.4901 -3.3081  -0.158
224 C -0.0523 -3.3671 -4.4919  -0.190
225 O -1.4242 -3.0941 -4.5529  -0.132
226 C -1.9051 -3.0272 -3.2441  -0.190
227 H -0.9487 -1.7008 -1.7666  0.098
228 H -0.5574 -3.4149 -1.5632  0.095
229 H 1.3397 -2.7989 -2.8108  0.090
230 H 0.4852 -1.4816 -3.7686  0.114
231 H 0.1123 -4.4262 -4.3019  0.119
232 H 0.4216 -3.1579 -5.4641  0.128
233 H -2.3708 -3.9625 -2.9697  0.108
234 H -2.6479 -2.2378 -3.2628  0.093
235 C -6.6479 3.4381 0.5536  -0.160
236 C -6.3221 3.6354 1.9936  -0.163
237 C -7.1544 2.5026 2.7237  -0.172
238 O -7.6408 1.6485 1.7152  -0.141
239 C -7.8108 2.3889 0.5778  -0.222
240 H -5.7629 3.0467 0.0134  0.080
241 H -7.0722 4.2909 0.0134  0.117
242 H -6.6134 4.6238 2.3457  0.104
243 H -5.2689 3.6410 2.2103  0.082
244 H -7.9966 2.9849 3.2540  0.119
245 H -6.5223 1.9480 3.4123  0.111
246 H -8.7456 2.9515 0.6244  0.119
247 H -7.8534 1.6730 -0.2242  0.098

Output
LUMO energy in eV: 0.53
Calculated total energy in Ha: -6492.02907
Frontier orbital gap in eV: 9.64